1.
Here is a cluster of 6 separate species, C22H38F8IN2O12S5 in total at a distorted geometry from OMol25. Energies are from the ωB97M-V functional and the def2-TZVPD basis.

```
88
C22H38F8IN2O12S5, DFT the ωB97M-V functional and the def2-TZVPD basis
O 7.71499 -2.63532 0.97882
C 6.91738 -3.20386 1.61513
F 7.36464 -3.89598 2.73394
N 5.49496 -3.20016 1.36443
C 5.16703 -4.38596 0.56250
O 6.08359 -4.97058 0.07995
C 3.65610 -4.79181 0.32947
C 3.50633 -6.30187 -0.17539
O 4.27467 -7.19526 0.17282
O 2.49898 -6.58027 -0.92994
C 3.18571 -3.89111 -0.88112
O 3.60253 -4.18544 -1.95450
C 2.26841 -2.62602 -0.74736
F 2.71725 -1.87353 0.31641
F 0.94493 -2.96390 -0.54453
C 2.27400 -1.67732 -2.00511
F 1.87415 -2.30897 -3.14215
F 1.27327 -0.73448 -1.76280
C 3.59874 -0.84763 -2.20199
F 3.86936 -0.86024 -3.54766
F 4.69729 -1.36989 -1.58100
C 3.50013 0.66859 -1.79342
O 3.84588 1.49168 -2.58907
O 3.06757 1.09080 -0.57427
N 2.94015 -4.52253 1.59289
F 3.70663 -5.18847 2.57575
C 1.62247 -5.17635 1.66294
C 0.93117 -4.64869 2.99107
C 0.16559 -3.28888 2.79437
I 1.12174 -1.83052 4.14100
H 5.07441 -3.26476 2.29889
H 3.50860 1.93130 -0.35566
H 0.97919 -5.01514 0.77299
H 1.68637 -6.29004 1.80246
H 0.17603 -5.43749 3.26268
H 1.64415 -4.56863 3.83724
H -0.89607 -3.31642 3.13363
H 0.24710 -2.84925 1.78022
C -2.98712 0.59155 4.96674
S -3.42434 0.08426 3.29301
O -2.64671 -1.14579 2.98458
C -2.60907 1.45598 2.46149
H -3.36794 -0.15547 5.66243
H -1.90230 0.65769 5.06244
H -3.44519 1.55736 5.18537
H -1.54807 1.46625 2.71763
H -3.07775 2.39345 2.75917
H -2.72084 1.32413 1.38809
C -3.91105 3.41143 -2.11166
S -4.69470 3.74659 -0.52376
O -3.68317 3.48339 0.53841
C -5.81309 2.33459 -0.56575
H -3.13714 4.15920 -2.27977
H -3.45931 2.41849 -2.10073
H -4.65499 3.47776 -2.90706
H -5.24051 1.41011 -0.65246
H -6.49477 2.43621 -1.41112
H -6.38515 2.32156 0.36135
C -4.58559 7.17992 -3.12774
S -5.02180 6.66748 -4.80090
O -4.24805 5.43222 -5.10504
C -4.20290 8.03934 -5.63390
H -4.96820 6.43731 -2.42723
H -3.50109 7.24581 -3.02854
H -5.04162 8.14707 -2.91260
H -3.14255 8.04983 -5.37737
H -4.67209 8.97770 -5.33555
H -4.31503 7.90403 -6.70894
C -2.73906 2.54521 -6.70612
S -3.98260 3.15822 -7.85482
O -4.95026 2.05171 -8.09770
C -2.88990 3.24089 -9.28743
H -3.21621 2.38183 -5.74109
H -2.32660 1.60409 -7.07257
H -1.94729 3.28710 -6.59729
H -2.46844 2.25536 -9.49139
H -2.09182 3.95915 -9.09468
H -3.47411 3.57022 -10.14593
C 2.50287 -2.99889 8.26378
S 2.62230 -1.25137 7.84325
O 3.06837 -1.16689 6.42779
C 4.05545 -0.90518 8.88103
H 1.68488 -3.43319 7.69009
H 3.43443 -3.50651 8.01007
H 2.29430 -3.10332 9.32966
H 4.88890 -1.54555 8.58866
H 3.79700 -1.07673 9.92700
H 4.33448 0.13877 8.74347
```

Output
- Net charge: -1
- E_LUMO: 1.311 eV
- Highest occupied orbital energy: -0.176 Eh
- Total energy: -4960.8637 a.u.
- 2S+1: 1

---

2.
Here is a structure of composition C22H38IrO3P2S at a distorted geometry from OMol25. Energies are from the ωB97M-V functional and the def2-TZVPD basis.

```
67
C22H38IrO3P2S, DFT the ωB97M-V functional and the def2-TZVPD basis
P 1.66616 -3.91249 -2.79549
P -0.03776 -4.78683 -0.43139
C 1.77020 -5.74448 -2.34921
C 0.53152 -6.17237 -1.57905
H 2.68492 -5.90938 -1.76108
H 1.87104 -6.33198 -3.27218
H -0.29562 -6.42641 -2.25834
H 0.74168 -7.06933 -0.98055
C 0.87952 -5.43974 1.03367
H 0.50403 -4.93637 1.93149
H 1.95226 -5.24123 0.92988
H 0.72014 -6.52200 1.13031
C -1.65475 -5.57586 -0.05120
H -1.52327 -6.62232 0.25249
H -2.29548 -5.53592 -0.93924
H -2.13067 -5.01721 0.76178
C 3.41610 -3.79920 -3.34857
H 3.55964 -2.83036 -3.83945
H 3.66220 -4.60571 -4.05190
H 4.07613 -3.86454 -2.47598
C 0.93571 -4.23425 -4.46225
H -0.11538 -4.52572 -4.36835
H 1.48582 -5.03489 -4.97220
H 1.00311 -3.31683 -5.05554
Ir -0.10841 1.44172 -0.04106
C -1.28591 -0.34332 0.22954
C -0.12685 -0.45360 1.04920
C 1.13316 -1.18720 0.68971
C 2.16534 -0.42381 -0.19583
C 1.60217 0.75189 -0.94416
C 0.46514 0.61690 -1.82764
C -0.24430 -0.69964 -2.07712
C -1.43059 -0.97287 -1.12670
C 0.00441 3.29279 -0.78975
H -2.23156 -0.12818 0.75256
H -0.27945 -0.30982 2.13500
H 0.90522 -2.15429 0.22488
H 1.64383 -1.40789 1.63576
H 2.95600 -0.03686 0.45486
H 2.63807 -1.13274 -0.88392
H 2.27628 1.60053 -1.14144
H 0.41709 1.35443 -2.64390
H 0.46855 -1.53107 -2.04225
H -0.63810 -0.66340 -3.09811
H -2.34323 -0.55821 -1.57535
H -1.59157 -2.05636 -1.05024
H -0.91546 3.87618 -0.64871
H 0.21389 3.23421 -1.86720
H 0.82008 3.86882 -0.32993
C -2.72313 9.17331 4.42097
C -2.14405 7.90952 3.85606
C -0.78437 7.84987 3.53867
C -0.23972 6.71755 2.93934
C -1.07705 5.61985 2.64541
C -2.42642 5.64269 3.01959
C -2.94684 6.78435 3.61307
S -0.80783 2.88784 2.28784
O -0.52512 4.60736 1.91857
O 0.54763 2.35976 1.81600
O -1.76570 2.45040 1.20392
H -2.19863 9.46747 5.33707
H -2.63267 10.00390 3.70827
H -3.78249 9.04211 4.65325
H -0.14373 8.70127 3.75214
H 0.80226 6.66362 2.65079
H -3.06721 4.77726 2.80672
H -4.00601 6.81904 3.89647
```

Output
- Net charge: +2
- E_LUMO (alpha / beta): -4.576 / -8.783 eV
- Highest occupied orbital energy (alpha / beta): -0.399 / -0.490 Eh
- Total energy: -2271.1407 a.u.
- Energy above the lowest of the compared OMol25 structures with the same formula, charge and spin: 0.0 kcal per mole
- 2S+1: 6

---

3.
Here is a structure of composition C22H38LuN6Si at a distorted geometry from OMol25. Energies are from the ωB97M-V functional and the def2-TZVPD basis.

```
68
C22H38LuN6Si, DFT the ωB97M-V functional and the def2-TZVPD basis
Lu -0.26064 0.53691 -0.62031
C -2.18576 0.02039 -2.93227
C -1.22463 -0.98513 -2.96271
C 0.07796 -0.68324 -3.34470
C 0.41987 0.62587 -3.68113
C -0.54297 1.62695 -3.65420
C -1.84588 1.32025 -3.29287
H -3.19987 -0.20866 -2.63041
H -1.48224 -1.99057 -2.66079
H 0.83206 -1.45961 -3.36246
H 1.43456 0.86631 -3.96379
H -0.27649 2.64369 -3.91147
H -2.59307 2.09594 -3.28100
C 0.58099 -5.01090 1.27765
N 1.01646 -3.77832 0.62937
C 2.37528 -3.73466 0.09773
C 0.14278 -2.79438 0.30096
N 0.37025 -1.82599 -0.51500
N -1.08963 -2.88782 0.94639
C -2.12839 -1.96990 0.92687
N -3.23740 -2.41416 1.56933
N -2.03944 -0.81576 0.36653
H 1.41830 -5.70169 1.29417
H -0.23297 -5.49977 0.73758
H 0.28861 -4.84748 2.31881
H 3.03341 -4.25948 0.78615
H 2.72996 -2.70676 0.03773
H 2.45153 -4.19843 -0.88896
H 1.29160 -1.88792 -0.92971
H -1.21938 -3.68362 1.54282
H -3.28505 -3.31822 2.00131
H -4.01013 -1.78814 1.71055
H -2.89771 -0.28337 0.47343
C 1.22527 -0.66781 2.29606
N 0.60490 0.55499 1.78911
C -0.41008 1.01391 2.74381
C 1.64014 1.60668 1.62432
C 2.62201 1.20915 0.55420
C 3.98751 1.27506 0.80010
C 4.89023 0.86168 -0.17345
C 4.41180 0.36985 -1.37807
C 3.03577 0.31595 -1.60496
C 2.09754 0.74168 -0.65944
H 1.71137 -0.47362 3.26025
H 1.97213 -1.02808 1.59287
H 0.46240 -1.43112 2.44461
H 0.03908 1.22549 3.72125
H -1.17111 0.24225 2.86710
H -0.88575 1.91692 2.37334
H 2.13801 1.79946 2.58306
H 1.10898 2.52180 1.34896
H 4.35180 1.64182 1.75472
H 5.95540 0.91413 0.01418
H 5.10570 0.03433 -2.14010
H 2.71060 -0.08374 -2.55941
C -1.08974 4.18036 0.86573
Si -1.93749 2.78347 -0.08113
C -3.36148 2.19608 1.04040
C -2.87620 3.72563 -1.41649
H -1.82457 4.96317 1.08239
H -0.28631 4.63280 0.27667
H -0.65355 3.87362 1.81992
H -3.87655 3.06187 1.47082
H -3.04494 1.55863 1.87080
H -4.11008 1.64105 0.45845
H -3.39029 4.56564 -0.93702
H -3.64295 3.11452 -1.89970
H -2.22151 4.14011 -2.18897
```

Output
- Net charge: +1
- E_LUMO: -2.427 eV
- Highest occupied orbital energy: -0.351 Eh
- Total energy: -2714.5389 a.u.
- Energy above the lowest of the compared OMol25 structures with the same formula, charge and spin: 0.0 kcal per mole
- 2S+1: 1

---

4.
Here is a cluster of 4 separate species, C22H38N3O9 in total at a distorted geometry from OMol25. Energies are from the ωB97M-V functional and the def2-TZVPD basis.

```
72
C22H38N3O9, DFT the ωB97M-V functional and the def2-TZVPD basis
C 5.62822 -0.58138 -1.05540
O 4.26724 -0.23299 -1.26123
C 3.79067 0.75620 -0.40903
N 2.98995 1.72344 -1.15776
C 3.37825 3.13359 -1.14130
C 2.07920 3.85742 -0.60405
N 1.34163 2.77513 0.09375
C 1.63816 1.75968 -0.83248
N 0.74367 1.03495 -1.38437
C -0.68883 1.06151 -1.04727
C -1.48616 0.11406 -1.95365
C -2.36458 -0.84010 -1.15678
C -3.62769 -0.20512 -0.62564
O -3.32891 0.47931 0.61821
C -4.38454 0.36017 1.48693
O -5.16780 1.25691 1.71096
H 6.25882 0.30549 -0.99903
H 5.94360 -1.13799 -1.93029
H 5.76123 -1.20557 -0.17505
H 4.61053 1.28887 0.07023
H 3.17518 0.31106 0.38132
H 4.22113 3.34364 -0.48502
H 3.66924 3.50372 -2.11802
H 2.27657 4.72517 0.00220
H 1.48497 4.04269 -1.49447
H 1.77053 2.57511 0.98989
H 1.04846 0.39050 -2.10598
H -1.05717 2.07490 -1.17216
H -0.82190 0.80280 -0.00251
H -0.76424 -0.49703 -2.50674
H -2.06360 0.66162 -2.69462
H -2.66142 -1.67159 -1.79072
H -1.81237 -1.22121 -0.30979
H -4.34287 -1.00205 -0.41981
H -4.09259 0.49706 -1.31317
H -4.43602 -0.61286 1.99259
O -3.36787 1.41279 -4.07602
C -3.59197 0.61593 -4.94547
O -4.20935 -0.55339 -4.69815
C -4.25781 -1.35731 -5.89646
C -4.11086 -0.36520 -7.04230
C -3.22813 0.71240 -6.41254
H -3.43700 -2.07604 -5.85894
H -5.19880 -1.89939 -5.91566
H -3.69815 -0.81203 -7.94350
H -5.08384 0.05820 -7.29178
H -2.16482 0.49049 -6.52015
H -3.43478 1.70862 -6.79189
O -2.74497 -2.72872 1.47807
C -1.60462 -2.94275 1.76674
O -0.57240 -2.71438 0.90363
C 0.66412 -3.16407 1.50268
C 0.41108 -3.17354 3.00277
C -1.07440 -3.51584 3.06272
H 0.89068 -4.15811 1.11198
H 1.46069 -2.48149 1.21175
H 1.05131 -3.86798 3.53916
H 0.57427 -2.18611 3.41677
H -1.25427 -4.59205 3.05912
H -1.57639 -3.06323 3.91267
O 1.14822 -1.80041 5.67224
C 1.69541 -0.74033 5.67804
O 2.51912 -0.33627 4.67231
C 3.11739 0.92999 5.00724
C 2.18492 1.55863 6.03481
C 1.63753 0.32658 6.75236
H 4.11486 0.74305 5.40904
H 3.21109 1.52335 4.09928
H 2.68564 2.27023 6.68699
H 1.37180 2.08072 5.52833
H 2.27661 0.01455 7.57925
H 0.61914 0.45597 7.10519
```

Output
- Net charge: +1
- E_LUMO: -3.224 eV
- Highest occupied orbital energy: -0.446 Eh
- Total energy: -1702.2709 a.u.
- 2S+1: 1

---

5.
Here is a cluster of 4 separate species, C22H39BrN2O11P in total at a distorted geometry from OMol25. Energies are from the ωB97M-V functional and the def2-TZVPD basis.

```
76
C22H39BrN2O11P, DFT the ωB97M-V functional and the def2-TZVPD basis
C 2.25218 1.53033 -5.06195
C 1.84042 -0.03309 -5.33297
N 1.28457 -0.36841 -6.55344
C 2.04718 -1.28302 -4.26284
P 1.28948 -0.97684 -2.53846
C -0.58196 -1.16649 -3.05874
C -1.63163 -0.69839 -1.90938
C -3.24751 -0.79543 -2.33453
C -3.41592 -1.36368 -3.88793
C -2.20744 -1.82331 -4.87682
N -0.78780 -1.71076 -4.42731
O 1.47448 -2.64227 -1.94780
C 2.30030 -2.41358 -0.71655
C 2.91370 -0.86553 -0.61276
Br 4.84662 -0.72461 0.02092
O 2.90746 -0.44730 -2.05099
H 1.22745 2.11580 -4.88754
H 2.90573 1.67569 -4.10183
H 2.78266 1.97508 -6.03462
H 1.05714 -1.38960 -6.59549
H 3.22798 -1.35231 -4.09895
H 1.75681 -2.33543 -4.74589
H 1.07030 0.45891 -2.70183
H 0.80493 -0.75158 -1.19221
H -1.29894 -0.30805 -0.83326
H -4.13095 -0.50088 -1.62745
H -4.52116 -1.44291 -4.31860
H -2.48438 -2.21791 -5.96787
H 3.26175 -3.07963 -0.60054
H 1.71912 -2.56475 0.29352
H 2.39586 -0.12816 0.16128
C 1.76976 -5.34005 6.23380
C 1.25100 -5.17502 4.81579
O 1.26619 -3.79657 4.42386
C 2.47864 -3.30154 4.06516
O 3.52956 -3.92329 4.04208
O 2.32462 -1.98851 3.76482
C 3.54747 -1.32014 3.46403
H 1.22022 -4.69130 6.92325
H 1.66934 -6.37740 6.56443
H 2.82475 -5.05757 6.30567
H 0.20834 -5.50543 4.77119
H 1.81490 -5.78876 4.10380
H 4.10696 -1.84429 2.68189
H 4.15074 -1.22369 4.37169
H 3.30648 -0.31737 3.09994
C 3.17568 1.26573 7.32810
C 2.44233 1.86624 6.14122
O 2.43665 3.29747 6.21558
C 3.59071 3.90919 5.84456
O 4.60505 3.35215 5.45419
O 3.43072 5.24515 6.01064
C 4.60958 6.00257 5.74764
H 2.76333 1.64544 8.26832
H 3.09786 0.17516 7.31977
H 4.23671 1.53416 7.31603
H 1.39637 1.54397 6.16137
H 2.86632 1.52725 5.18890
H 5.02073 5.77085 4.75932
H 5.35275 5.81569 6.52857
H 4.34414 7.06338 5.76860
C -9.02739 2.57622 -6.01085
C -9.01313 1.50034 -4.93876
O -7.67742 1.04317 -4.69208
C -6.91122 1.85722 -3.92138
O -7.26271 2.91712 -3.42677
O -5.67826 1.30260 -3.82047
C -4.74043 2.11052 -3.11315
H -8.51926 2.22619 -6.91501
H -10.05339 2.85617 -6.26467
H -8.49880 3.47499 -5.67801
H -9.58486 0.63443 -5.28747
H -9.48416 1.84598 -4.01126
H -5.12662 2.40339 -2.13101
H -4.48828 2.99353 -3.70795
H -3.83046 1.52275 -2.96255
```

Output
- Net charge: -1
- E_LUMO: 2.142 eV
- Highest occupied orbital energy: -0.178 Eh
- Total energy: -4713.8936 a.u.
- 2S+1: 1

---

6.
Here is a cluster of 2 separate species, C22H39ClF8N5O2 in total at a distorted geometry from OMol25. Energies are from the ωB97M-V functional and the def2-TZVPD basis.

```
77
C22H39ClF8N5O2, DFT the ωB97M-V functional and the def2-TZVPD basis
C 5.88908 -1.91654 0.60013
O 5.97586 -1.63466 -0.78325
C 5.65904 -0.27962 -1.08243
C 4.22334 -0.16167 -1.56298
C 3.93048 1.21292 -2.19738
C 2.94762 2.06410 -1.36845
C 1.96071 2.87039 -2.25095
C 0.50427 2.35226 -2.17043
C -0.48318 3.40252 -1.67000
C -0.43546 3.59941 -0.13321
C -1.81989 3.90449 0.44596
C -2.35470 2.77633 1.32742
C -2.37183 1.41581 0.62694
C -3.69261 1.10548 -0.05732
N -3.93098 -0.34740 -0.20857
Cl -5.20838 -1.00699 0.65657
C -3.09678 -1.05138 -0.98042
N -2.08186 -0.50690 -1.64930
C -1.47588 -1.48771 -2.27661
N -2.08417 -2.64662 -2.01763
N -3.13773 -2.40428 -1.20611
C -3.99571 -3.52155 -0.82230
C -5.30394 -3.53916 -1.66148
N -5.09286 -2.92598 -2.97798
H 4.94785 -1.55990 1.02279
H 6.70557 -1.43789 1.13968
H 5.93274 -2.99124 0.72230
H 5.79209 0.33604 -0.19171
H 6.34030 0.05258 -1.85734
H 3.53117 -0.35106 -0.75353
H 4.08501 -0.94053 -2.30720
H 3.52703 1.07530 -3.19452
H 4.84070 1.79720 -2.28539
H 2.36597 1.43420 -0.70170
H 3.48342 2.77350 -0.74313
H 2.28182 2.82931 -3.28553
H 1.95301 3.92322 -1.98605
H 0.41921 1.46054 -1.55348
H 0.17640 2.08418 -3.17472
H -0.37060 4.34349 -2.19875
H -1.47841 3.02098 -1.90484
H 0.26670 4.39954 0.07933
H -0.02414 2.68468 0.28714
H -1.74307 4.78996 1.07249
H -2.55012 4.14738 -0.32104
H -3.36460 3.03664 1.64384
H -1.77232 2.72270 2.24042
H -2.11917 0.64818 1.35503
H -1.58807 1.38168 -0.11838
H -3.80065 1.58098 -1.02689
H -4.49259 1.49840 0.55701
H -0.61261 -1.38111 -2.90497
H -1.80687 -3.54616 -2.37972
H -3.47173 -4.44068 -1.04874
H -4.21413 -3.50266 0.23473
H -6.06093 -2.95729 -1.15395
H -5.66869 -4.55664 -1.74976
H -5.85028 -2.29613 -3.19360
H -5.02795 -3.62206 -3.70671
C 1.16613 0.25570 3.09064
C 0.38864 -0.01649 4.39512
C 1.00331 -0.94382 5.45062
F 1.17202 -2.19672 4.99096
F 0.16456 -1.00773 6.50593
F -0.86908 -0.41448 4.09248
F 0.28322 1.19085 5.01226
O 0.79088 -0.43270 1.89268
C 1.31613 -1.63862 1.48481
C 0.24318 -2.72875 1.37961
F -0.37210 -2.94978 2.55016
F 0.80678 -3.89038 0.97868
F 2.36618 -2.02726 2.21916
F 1.76795 -1.45468 0.22043
H 0.92009 1.29055 2.85713
H 2.24415 0.23938 3.24614
H 1.96544 -0.55370 5.79328
H -0.51394 -2.43199 0.64658
```

Output
- Net charge: +1
- E_LUMO: -2.764 eV
- Highest occupied orbital energy: -0.411 Eh
- Total energy: -2544.7431 a.u.
- 2S+1: 1

---

Which of these has the highest total energy?
C22H38N3O9

---

total energy of number 2 (C22H38IrO3P2S)?
-2271.1407 a.u.